[1]
Below is C5H9N3 as an isolated structure, with properties calculated with ωB97M-V/def2-TZVPD.

Lowest unoccupied orbital energy   0.692 eV
Orbital gap   9.153 eV
Molecular weight   111.148 g/mol
Relative energy (zero: lowest compared OMol25 entry of this formula, charge and spin)   764.5 kJ/mol
Electronic energy   -359.906092 Ha
HOMO energy   -0.3109 Eh

```
! RIJCOSX wB97M-V def2-TZVPD def2/J DEFGRID3
* xyz 0 1
C 2.874 0.164 0.241
C 0.255 0.656 0.067
C -1.034 1.169 -0.400
C -1.585 -1.208 -0.136
C -0.107 -0.931 0.099
H 2.361 0.869 1.013
H 3.850 -0.163 0.104
H 0.755 1.363 0.744
H -1.390 2.083 0.069
H -0.832 1.369 -1.350
H -2.878 0.374 0.363
H -1.781 -1.534 1.177
H -1.618 -2.215 -0.994
H 0.163 -1.498 0.945
N 2.177 -0.585 -0.747
N 0.896 -0.112 -0.895
N -2.107 0.200 -0.300
*
```

Atom charges from the Mulliken analysis, given in e for atoms 1 to 6:
1 C -0.20
2 C 0.30
3 C -1.00
4 C -0.30
5 C -0.50
6 H 0.13

[2]
Below is C5H9N3 as an isolated structure, with properties calculated with ωB97M-V/def2-TZVPD.

Lowest unoccupied orbital energy   0.844 eV
Orbital gap   9.288 eV
Molecular weight   111.148 g/mol
Relative energy (zero: lowest compared OMol25 entry of this formula, charge and spin)   504.4 kJ/mol
Electronic energy   -360.005168 Ha
HOMO energy   -0.3103 Eh

```
! RIJCOSX wB97M-V def2-TZVPD def2/J DEFGRID3
* xyz 0 1
C -1.028 -0.460 -0.415
C 0.070 -0.408 -1.505
C 0.657 0.556 -0.494
C 1.695 1.453 1.077
C 0.236 -0.176 0.716
H -2.785 -1.564 0.135
H -1.277 -2.569 -0.133
H -1.987 0.212 -0.605
H -0.124 -0.107 -2.582
H 0.631 -1.405 -1.499
H -0.058 1.499 -0.658
H 2.302 2.299 1.641
H -0.008 1.256 2.402
H 0.887 -1.088 0.900
N -1.771 -1.665 -0.398
N 1.953 1.197 -0.140
N 0.610 0.971 1.558
*
```

Atom charges from the Mulliken analysis, given in e for atoms 1 to 6:
1 C -0.15
2 C -0.49
3 C 0.33
4 C -0.06
5 C -0.25
6 H 0.27

[3]
Below is C5H9N3 as an isolated structure, with properties calculated with ωB97M-V/def2-TZVPD.

Lowest unoccupied orbital energy   0.962 eV
Orbital gap   8.943 eV
Molecular weight   111.148 g/mol
Relative energy (zero: lowest compared OMol25 entry of this formula, charge and spin)   613.6 kJ/mol
Electronic energy   -359.963565 Ha
HOMO energy   -0.2933 Eh

```
! RIJCOSX wB97M-V def2-TZVPD def2/J DEFGRID3
* xyz 0 1
C 1.149 0.536 0.273
C 1.545 -0.905 -0.080
C -1.751 -0.182 -0.446
C -1.275 0.868 0.571
C -0.048 0.197 1.032
H 0.120 1.027 -1.279
H 1.664 1.183 -1.554
H 2.146 1.093 0.681
H 1.950 -1.208 -1.186
H 2.470 -1.431 0.711
H -2.453 0.065 -1.220
H -1.179 1.965 -0.003
H -2.137 0.793 1.311
H 0.039 -0.313 2.025
N 0.846 1.351 -0.746
N 0.097 -1.111 0.323
N -0.992 -1.134 -0.661
*
```

Atom charges from the Mulliken analysis, given in e for atoms 1 to 6:
1 C 0.00
2 C -0.45
3 C -0.24
4 C -0.60
5 C -0.14
6 H 0.31

[4]
Below is an isolated ion of composition C5H9N3 and charge +2, with properties calculated with ωB97M-V/def2-TZVPD.

Lowest unoccupied orbital energy   -10.309 eV
Orbital gap   9.546 eV
Molecular weight   111.148 g/mol
Relative energy (zero: lowest compared OMol25 entry of this formula, charge and spin)   499.1 kJ/mol
Electronic energy   -359.309146 Ha
HOMO energy   -0.7297 Eh

```
! RIJCOSX wB97M-V def2-TZVPD def2/J DEFGRID3
* xyz 2 1
C 1.062 0.817 1.503
C -0.903 -0.370 0.729
C -0.429 0.357 1.853
C 0.389 0.607 -2.008
C 1.070 -0.674 -1.642
N 1.415 0.652 0.295
N -1.994 -0.847 0.323
N 0.572 0.215 -0.595
H 1.714 1.219 2.201
H -0.009 -0.341 2.796
H -1.031 1.216 2.104
H 0.943 1.453 -2.243
H -0.619 0.509 -2.173
H 0.496 -1.550 -1.980
H 2.169 -0.856 -1.588
H -2.747 -1.220 1.074
H -2.096 -1.188 -0.649
*
```

Atom charges from the Mulliken analysis, given in e for atoms 1 to 6:
1 C -0.21
2 C 0.40
3 C -0.38
4 C -0.26
5 C -0.33
6 N -0.72

[5]
Below is one molecule with the formula C5H9N3O, with properties calculated with ωB97M-V/def2-TZVPD.

Lowest unoccupied orbital energy (alpha / beta)   -0.644 / -0.642 eV
Orbital gap (alpha / beta)   6.454 / 6.458 eV
Molecular weight   127.147 g/mol
Relative energy (zero: lowest compared OMol25 entry of this formula, charge and spin)   485.5 kJ/mol
Structure (SMILES)   C=C(N)C(=O)/C(N)=C\N
Electronic energy   -435.272791 Ha
HOMO energy (alpha / beta)   -0.2609 / -0.2609 Eh

```
! RIJCOSX wB97M-V def2-TZVPD def2/J DEFGRID3
* xyz 0 1
C -2.078 0.442 0.396
C -1.160 -0.091 -0.432
N -1.470 -1.017 -1.423
C 0.139 0.941 -0.796
O -0.006 2.007 -1.349
C 1.225 0.274 -0.158
N 2.550 0.309 -0.576
C 0.722 -0.686 0.743
N 0.554 -0.458 2.084
H -3.137 0.221 0.313
H -1.793 1.154 1.162
H -2.463 -1.122 -1.604
H -0.970 -0.861 -2.291
H 2.770 0.328 -1.569
H 3.154 1.005 -0.155
H 0.922 -1.736 0.534
H 0.641 -1.212 2.751
H 0.401 0.500 2.371
*
```

Atom charges from the Mulliken analysis, given in e for atoms 1 to 6:
1 C -0.95
2 C 0.66
3 N -0.52
4 C 0.13
5 O -0.64
6 C -0.14

[6]
Below is one molecule with the formula C5H9N3O, with properties calculated with ωB97M-V/def2-TZVPD.

Lowest unoccupied orbital energy   0.878 eV
Orbital gap   8.472 eV
Molecular weight   127.147 g/mol
Relative energy (zero: lowest compared OMol25 entry of this formula, charge and spin)   307.5 kJ/mol
Structure (SMILES)   COc1cnn(C)c1N
Electronic energy   -435.340614 Ha
HOMO energy   -0.2791 Eh

```
! RIJCOSX wB97M-V def2-TZVPD def2/J DEFGRID3
* xyz 0 1
C -1.366 1.182 2.565
O -0.242 0.461 1.956
C -0.121 0.433 0.578
C -0.765 1.231 -0.344
N -0.473 0.808 -1.594
N 0.331 -0.283 -1.472
C 0.736 -0.969 -2.607
C 0.485 -0.635 -0.202
N 1.338 -1.626 0.234
H -1.243 0.835 3.561
H -2.257 0.690 2.155
H -1.493 2.247 2.487
H -1.263 2.192 -0.209
H 1.855 -0.593 -2.772
H 0.799 -2.108 -2.287
H 0.019 -0.581 -3.360
H 1.382 -1.676 1.244
H 2.280 -1.609 0.067
*
```

Atom charges from the Mulliken analysis, given in e for atoms 1 to 6:
1 C -0.81
2 O -0.46
3 C 0.58
4 C -0.45
5 N -1.01
6 N 0.77

[7]
Below is one molecule with the formula C5H9N3O, with properties calculated with ωB97M-V/def2-TZVPD.

Lowest unoccupied orbital energy (alpha / beta)   0.483 / 0.484 eV
Orbital gap (alpha / beta)   8.439 / 8.440 eV
Molecular weight   127.147 g/mol
Relative energy (zero: lowest compared OMol25 entry of this formula, charge and spin)   437.7 kJ/mol
Electronic energy   -435.290998 Ha
HOMO energy (alpha / beta)   -0.2924 / -0.2924 Eh

```
! RIJCOSX wB97M-V def2-TZVPD def2/J DEFGRID3
* xyz 0 1
C 0.579 -0.162 -0.843
C -0.292 0.779 -0.483
C 1.366 -0.908 0.182
C 0.689 -0.683 -2.282
C -1.062 0.053 2.193
N 1.053 -0.311 1.432
N 0.137 0.608 1.564
N -1.026 1.686 -1.033
O 2.092 -1.881 -0.006
H 1.775 -0.922 -2.522
H 0.399 0.196 -2.953
H 0.045 -1.525 -2.339
H -1.913 0.798 2.115
H -1.517 -0.906 1.845
H -1.028 -0.199 3.290
H 1.065 -1.039 2.107
H -1.636 2.268 -0.426
H -0.728 2.148 -1.841
*
```

Atom charges from the Mulliken analysis, given in e for atoms 1 to 6:
1 C -0.03
2 C 0.74
3 C 0.26
4 C -1.13
5 C -0.85
6 N -0.03

[8]
Below is one molecule with the formula C5H9N3O, with properties calculated with ωB97M-V/def2-TZVPD.

Lowest unoccupied orbital energy   0.812 eV
Orbital gap   8.465 eV
Molecular weight   127.147 g/mol
Relative energy (zero: lowest compared OMol25 entry of this formula, charge and spin)   248.7 kJ/mol
Structure (SMILES)   C[C@](N)(C=O)C(N)=C=N
Electronic energy   -435.362990 Ha
HOMO energy   -0.2812 Eh

```
! RIJCOSX wB97M-V def2-TZVPD def2/J DEFGRID3
* xyz 0 1
C -0.955 1.199 0.846
C -0.602 0.117 -0.165
N -1.111 0.437 -1.486
C -0.983 -1.282 0.358
O -1.394 -1.534 1.463
C 0.903 -0.126 -0.247
N 1.415 -0.477 -1.505
C 1.545 -0.327 0.892
N 2.224 -0.536 1.885
H -0.536 2.154 0.537
H -2.037 1.287 0.925
H -0.574 0.934 1.828
H -2.045 0.826 -1.419
H -1.150 -0.397 -2.064
H -0.947 -2.046 -0.447
H 1.101 0.168 -2.223
H 2.415 -0.628 -1.496
H 2.733 0.230 2.320
*
```

Atom charges from the Mulliken analysis, given in e for atoms 1 to 6:
1 C -1.60
2 C 1.39
3 N -0.72
4 C -0.25
5 O -0.49
6 C -0.18

[9]
Below is one molecule with the formula C5H9N3O, with properties calculated with ωB97M-V/def2-TZVPD.

Lowest unoccupied orbital energy   0.986 eV
Orbital gap   9.825 eV
Molecular weight   127.147 g/mol
Relative energy (zero: lowest compared OMol25 entry of this formula, charge and spin)   305.7 kJ/mol
Structure (SMILES)   N/N=C1/[C@H]2CO[C@@H]1CN2
Electronic energy   -435.341293 Ha
HOMO energy   -0.3248 Eh

```
! RIJCOSX wB97M-V def2-TZVPD def2/J DEFGRID3
* xyz 0 1
N -0.273 -2.908 -0.207
N 0.337 -1.802 -0.835
C 0.020 -0.642 -0.510
C 0.699 0.647 -0.912
C -0.577 1.505 -0.981
O -1.368 0.995 0.150
C -0.673 -0.057 0.758
C 0.518 0.592 1.466
N 1.458 0.932 0.365
H -0.255 -3.705 -0.843
H -1.183 -2.669 0.138
H 1.281 0.618 -1.804
H -1.117 1.345 -1.902
H -0.506 2.579 -0.858
H -1.292 -0.652 1.399
H 1.005 -0.137 2.165
H 0.151 1.459 2.017
H 1.774 1.900 0.396
*
```

Atom charges from the Mulliken analysis, given in e for atoms 1 to 6:
1 N -0.53
2 N -0.39
3 C 0.01
4 C -0.05
5 C -0.54
6 O -0.49

[10]
Below is a 2-piece molecular cluster, C5H9N3O2 overall, with properties calculated with ωB97M-V/def2-TZVPD.

Lowest unoccupied orbital energy   0.774 eV
Orbital gap   9.129 eV
Molecular weight   143.146 g/mol
Relative energy (zero: lowest compared OMol25 entry of this formula, charge and spin)   159.4 kJ/mol
Structure (SMILES)   [H]/N=C(\N)NC1CC1.O=C=O
Electronic energy   -510.629228 Ha
HOMO energy   -0.3070 Eh

```
! RIJCOSX wB97M-V def2-TZVPD def2/J DEFGRID3
* xyz 0 1
H -2.705 1.350 1.033
N -2.031 0.821 0.641
C -0.982 1.296 0.108
N -0.760 2.674 -0.054
N -0.036 0.436 -0.320
C 0.151 -0.856 0.184
C 1.532 -1.309 0.568
C 0.833 -1.944 -0.575
H -1.445 3.148 -0.602
H 0.091 3.116 0.152
H 0.869 0.867 -0.719
H -0.800 -1.089 0.850
H 1.870 -1.424 1.572
H 2.128 -0.500 0.276
H 1.168 -1.700 -1.548
H 0.344 -2.845 -0.464
O -3.536 -1.749 0.161
C -4.125 -0.793 0.021
O -4.745 0.170 -0.162
*
```

Atom charges from the Mulliken analysis, given in e for atoms 1 to 6:
1 H 0.22
2 N -0.63
3 C 0.39
4 N -0.45
5 N -0.26
6 C 0.05

[11]
Below is one molecule with the formula C5H9N3O2, with properties calculated with ωB97M-V/def2-TZVPD.

Lowest unoccupied orbital energy   -0.032 eV
Orbital gap   9.515 eV
Molecular weight   143.146 g/mol
Relative energy (zero: lowest compared OMol25 entry of this formula, charge and spin)   470.9 kJ/mol
Structure (SMILES)   CN1CC=N[C@@]1(C)[N+](=O)[O-]
Electronic energy   -510.510574 Ha
HOMO energy   -0.3508 Eh

```
! RIJCOSX wB97M-V def2-TZVPD def2/J DEFGRID3
* xyz 0 1
C 0.491 -0.247 1.485
N 0.269 0.176 0.110
C 1.467 0.605 -0.740
C 0.897 0.463 -2.087
N -0.145 -0.192 -2.259
C -0.598 -0.689 -0.668
C -2.017 -0.437 -0.508
N -0.177 -2.106 -0.631
O -1.074 -2.913 -0.488
O 1.039 -2.285 -0.626
H 1.347 -0.915 1.752
H 0.465 0.667 2.168
H -0.402 -0.866 1.760
H 2.373 -0.027 -0.573
H 1.821 1.743 -0.559
H 1.476 1.010 -2.894
H -2.354 -0.534 0.515
H -2.677 -1.027 -1.160
H -2.106 0.542 -0.900
*
```

Atom charges from the Mulliken analysis, given in e for atoms 1 to 6:
1 C -0.95
2 N -0.03
3 C -0.43
4 C 0.01
5 N -0.71
6 C 0.59

[12]
Below is one molecule with the formula C5H9N3O4S2, with properties calculated with ωB97M-V/def2-TZVPD.

Lowest unoccupied orbital energy   0.322 eV
Orbital gap   10.533 eV
Molecular weight   239.278 g/mol
Relative energy (zero: lowest compared OMol25 entry of this formula, charge and spin)   53.1 kJ/mol
Structure (SMILES)   Cn1ncc(S(N)(=O)=O)c1S(C)(=O)=O
Electronic energy   -1457.426145 Ha
HOMO energy   -0.3753 Eh

```
! RIJCOSX wB97M-V def2-TZVPD def2/J DEFGRID3
* xyz 0 1
C -0.611 2.767 -0.793
N -0.802 1.373 -0.990
N -1.926 0.814 -1.412
C -1.770 -0.493 -1.212
C -0.556 -0.700 -0.566
S 0.077 -2.340 0.003
N -1.261 -3.216 0.080
O 0.914 -2.949 -0.974
O 0.425 -2.133 1.369
C 0.045 0.524 -0.522
S 1.644 0.747 0.194
C 1.755 0.578 1.973
O 2.389 -0.336 -0.382
O 2.091 2.073 -0.145
H -0.071 2.807 0.081
H -0.055 3.138 -1.628
H -1.667 3.212 -0.624
H -2.614 -1.228 -1.550
H -1.791 -3.432 -0.780
H -1.767 -3.106 0.991
H 2.845 0.847 2.208
H 1.111 1.415 2.264
H 1.593 -0.362 2.416
*
```

Atom charges from the Mulliken analysis, given in e for atoms 1 to 6:
1 C -0.79
2 N 0.87
3 N -1.11
4 C -0.26
5 C 0.67
6 S 1.34

[13]
Below is an isolated ion of composition C5H9N4 and charge +1, with properties calculated with ωB97M-V/def2-TZVPD.

Lowest unoccupied orbital energy (alpha / beta)   -5.559 / -5.558 eV
Orbital gap (alpha / beta)   7.555 / 7.558 eV
Molecular weight   125.155 g/mol
Relative energy (zero: lowest compared OMol25 entry of this formula, charge and spin)   371.8 kJ/mol
Structure (SMILES)   C=CC1=[NH+]C=NN[C@@H]1N
Electronic energy   -414.592180 Ha
HOMO energy (alpha / beta)   -0.4820 / -0.4820 Eh

```
! RIJCOSX wB97M-V def2-TZVPD def2/J DEFGRID3
* xyz 1 1
C -2.624 0.401 -0.605
C -1.725 -0.449 -0.132
C -0.455 -0.063 0.411
N -0.237 1.267 0.491
C 0.998 1.897 0.448
N 1.954 1.238 -0.218
N 1.895 -0.025 -0.396
C 0.927 -0.818 0.516
N 0.894 -2.238 0.226
H -3.721 0.403 -0.736
H -2.217 1.353 -0.987
H -2.059 -1.541 0.030
H -1.014 1.885 0.472
H 1.009 2.919 0.653
H 2.580 -0.498 -1.057
H 1.317 -0.680 1.485
H 1.858 -2.602 0.122
H 0.621 -2.451 -0.724
*
```

Atom charges from the Mulliken analysis, given in e for atoms 1 to 6:
1 C -0.73
2 C -0.24
3 C 0.59
4 N -0.14
5 C -0.34
6 N -0.49

[14]
Below is C5H9N4O3 as an isolated structure, with properties calculated with ωB97M-V/def2-TZVPD.

Lowest unoccupied orbital energy   -4.948 eV
Orbital gap   8.738 eV
Molecular weight   173.152 g/mol
Relative energy (zero: lowest compared OMol25 entry of this formula, charge and spin)   513.2 kJ/mol
Electronic energy   -640.182696 Ha
HOMO energy   -0.5029 Eh

```
! RIJCOSX wB97M-V def2-TZVPD def2/J DEFGRID3
* xyz 1 1
C -0.898 0.295 -0.078
C 0.918 -0.613 0.155
C -1.614 -0.849 -0.157
C -3.085 -1.005 -0.173
C 2.322 0.075 0.099
N 0.510 -1.840 0.106
N -0.816 -1.948 -0.056
N -1.058 1.633 -0.083
N 2.199 1.378 0.605
O -0.105 2.366 0.195
O -2.116 2.177 -0.457
O 2.757 0.189 -1.180
H -3.469 -1.235 -1.260
H -3.339 -1.890 0.596
H -3.526 -0.007 0.141
H 3.052 -0.417 0.760
H -1.041 -2.943 0.034
H 1.082 1.894 0.376
H 1.931 1.422 1.568
H 3.032 1.974 0.378
H 3.267 -0.655 -1.568
*
```

Atom charges from the Mulliken analysis, given in e for atoms 1 to 6:
1 C 0.58
2 C -0.01
3 C 0.01
4 C -1.02
5 C 0.11
6 N -0.76